Entry 1:
DFT (wB97M-V/def2-TZVPD) results for a structure of composition C14H19Cl3GeN6O4RuS3.

Geometry as XYZ:
```
51
Properties=species:S:1:pos:R:3:forces:R:3:mulliken_charge:R:1
Ru 0.8907 -0.4007 -0.3487 0.3 -0.1 0.1 -0.40
C -2.5488 0.4984 -1.4807 0.1 0.0 0.0 -0.86
C -2.6514 1.9137 -0.9431 0.0 0.1 0.1 -0.88
S -1.8065 2.0394 0.6459 -0.1 0.1 -0.1 0.02
C -0.4534 3.2048 0.3461 0.0 0.0 0.0 -0.70
C 0.3614 3.1449 -0.9339 0.0 0.0 0.0 -0.99
S 1.4929 1.7419 -1.3274 0.0 0.0 0.0 0.13
C 1.0671 1.4208 -3.0578 0.0 0.0 0.0 -0.83
C -0.3751 0.9830 -3.2223 0.0 0.0 0.1 -1.12
S -0.9068 -0.1618 -1.9057 0.0 -0.1 0.0 0.41
H -2.9376 -0.2206 -0.7583 0.0 0.0 0.0 0.43
H -3.1119 0.3586 -2.4078 0.0 0.0 0.0 0.58
H -2.2785 2.6618 -1.6413 0.0 0.0 0.0 0.40
H -3.7076 2.1425 -0.7953 0.0 0.0 0.0 0.49
H -0.8590 4.2183 0.3699 0.0 0.0 0.0 0.67
H 0.1930 3.1020 1.2171 0.0 0.0 0.0 0.18
H -0.2678 3.2504 -1.8157 0.0 0.0 0.0 0.48
H 1.0493 3.9915 -0.9288 0.0 0.0 0.0 0.62
H 1.2736 2.3330 -3.6190 0.0 0.0 0.0 0.63
H 1.7728 0.6626 -3.3892 0.0 0.0 0.0 0.35
H -1.0526 1.8338 -3.2168 0.0 0.0 0.0 0.55
H -0.5060 0.4609 -4.1693 0.0 0.0 0.0 0.61
O -0.1887 -1.9983 0.2388 0.0 0.1 0.0 -0.53
C -0.7558 -2.0742 1.3618 0.0 0.0 0.0 -0.51
C -0.7197 -1.1738 2.4443 0.0 0.0 0.0 0.91
C -1.4102 -1.5920 3.6132 0.0 0.0 0.0 -0.60
C -1.4011 -0.8039 4.7161 0.0 0.0 0.0 -0.70
C -0.7218 0.4238 4.7356 0.0 0.0 0.0 -0.57
C -0.0590 0.8548 3.6184 0.0 0.0 0.0 -0.57
C -0.0447 0.0825 2.4380 0.1 0.0 -0.1 0.20
O 0.5748 0.5752 1.4022 -0.2 0.0 0.1 0.67
N -2.1224 -1.2485 5.9245 0.0 0.0 0.0 1.02
O -2.0822 -0.5124 6.8831 0.0 0.0 0.0 -0.59
O -2.6988 -2.3109 5.8585 0.0 0.0 0.0 -0.59
H -1.3427 -2.9854 1.5055 0.0 0.0 0.0 0.46
H -1.9385 -2.5363 3.6375 0.0 0.0 0.0 0.58
H -0.7396 1.0141 5.6418 0.0 0.0 0.0 0.55
H 0.4652 1.8006 3.6147 0.0 0.0 0.0 0.44
N 1.3440 -4.6820 -3.4504 0.0 0.0 0.0 -0.58
N 1.6570 -3.4201 -3.0222 0.0 0.1 0.0 1.08
N 2.7965 -2.8467 -3.3362 0.0 0.0 0.0 -0.91
C 2.7357 -1.7351 -2.6252 0.0 0.0 0.0 -0.42
N 1.5966 -1.6666 -1.9230 -0.1 0.1 -0.1 0.66
N 0.9089 -2.7722 -2.1975 0.0 0.0 0.0 -0.31
H 1.8597 -4.8732 -4.3017 0.0 0.0 0.0 0.33
H 0.3407 -4.7690 -3.5587 0.0 0.0 0.0 0.29
H 3.5181 -0.9977 -2.6141 0.0 0.0 0.0 0.42
Cl 4.7758 0.3731 -0.7530 0.0 0.0 0.0 -0.22
Ge 3.0776 0.3933 0.4845 -0.1 0.0 -0.1 1.01
Cl 3.3109 1.9134 1.8861 0.0 0.0 0.1 -0.18
Cl 2.6260 -1.6117 1.1595 0.0 0.0 0.0 -0.11
```
Positions in Å, forces in eV/Å.

## Properties
energy relative to the best compared isomer or geometry (same formula, charge and spin): 52.5 kcal/mol
multiplicity: 1
charge: +2
HOMO-LUMO gap: 6.65 eV
electronic energy: -5920.7373 Eh
E_LUMO: -7.8 eV


Entry 2:
DFT (wB97M-V/def2-TZVPD) results for an isolated molecule of C14H19FN2O2.

Geometry as XYZ:
```
38
Properties=species:S:1:pos:R:3:forces:R:3:mulliken_charge:R:1
C -5.4664 -1.6585 -0.0865 -2.8 3.9 5.0 -1.82
C -4.5445 -1.0575 0.9534 -5.7 -0.2 2.8 -0.15
H -4.9480 0.0206 1.2039 1.1 -2.4 0.0 0.29
H -4.6249 -1.7353 1.8045 0.7 0.4 0.4 0.34
O -3.3043 -1.0694 0.4379 2.2 0.4 0.1 -0.32
C -3.0976 0.1248 -0.0916 4.5 0.9 -3.2 0.61
O -3.9445 0.9355 -0.2609 -1.1 2.0 -0.3 -0.60
N -1.7716 0.2627 -0.6566 -3.5 -2.1 2.5 0.21
C -0.7864 -0.6664 -0.1967 1.2 -0.2 3.6 -0.62
H -1.1604 -1.5444 0.4507 0.1 1.7 -1.0 0.36
C 0.2415 0.2411 0.7888 4.6 -8.0 -5.1 -0.76
N 0.7595 1.3113 0.0246 11.9 -8.5 4.9 0.47
C -0.1736 1.9218 -0.4225 -7.6 13.9 2.7 -1.13
C -1.2098 1.5005 -1.1728 -6.2 -3.8 -3.3 -1.04
H -2.0777 2.0629 -1.5489 0.7 0.8 0.9 0.52
H -0.8405 1.0701 -2.0285 1.4 -0.5 -3.1 0.48
H 0.2793 2.7942 -0.7782 -0.2 2.4 -1.6 0.52
H -0.7395 2.4167 0.6699 0.7 -0.6 -2.4 0.30
C 1.9534 1.0129 -0.9619 -4.8 -5.0 3.2 -1.33
C 3.0510 0.3551 -0.1539 -5.5 -6.3 -13.8 0.19
C 3.6458 -0.8282 -0.8830 4.0 4.4 10.9 0.32
C 4.7104 -1.2833 -0.0773 0.4 -4.4 -6.0 -0.32
C 5.3703 -0.6741 0.9478 -2.0 2.0 2.2 -0.37
C 4.7210 0.3893 1.6116 -5.5 -4.2 -14.5 -1.12
C 3.6482 1.0503 0.6179 8.5 3.4 14.7 0.13
H 3.2604 1.7751 1.2718 -1.2 1.9 -0.6 0.37
H 5.2210 0.6141 2.3144 5.6 4.8 9.7 0.66
H 6.2996 -1.0487 1.3079 0.4 -0.6 0.4 0.40
H 5.1844 -2.2946 -0.5684 -0.9 2.4 1.4 0.16
F 3.1969 -1.4565 -1.8180 -2.8 -2.9 -5.1 -0.26
H 1.4848 0.3426 -1.7318 0.8 -0.1 0.6 0.32
H 2.0965 1.8250 -1.5040 1.3 4.3 -1.7 0.83
H 1.1424 -0.5978 1.0583 -2.0 2.3 -0.8 0.17
H -0.2104 0.2507 1.6677 -2.2 1.9 3.9 0.45
H -0.2800 -1.1797 -0.9851 0.7 0.1 -0.9 0.25
H -5.0476 -2.4082 -0.4389 3.7 -7.2 -3.3 0.52
H -6.5114 -1.8108 -0.0081 -1.1 -0.6 1.6 0.45
H -5.5274 -0.9641 -0.7574 0.2 4.1 -4.7 0.54
```
Positions in Å, forces in eV/Å.

## Properties
energy relative to the best compared isomer or geometry (same formula, charge and spin): 311.8 kcal/mol
multiplicity: 1
HOMO-LUMO gap: 8.43 eV
electronic energy: -904.2650 Eh
E_LUMO: 0.7 eV
structure (SMILES): CCOC(=O)N1CCN(Cc2ccccc2F)CC1


Entry 3:
DFT (wB97M-V/def2-TZVPD) results for an isolated molecule of C14H19N3O3.

Geometry as XYZ:
```
39
Properties=species:S:1:pos:R:3:forces:R:3:mulliken_charge:R:1
N 4.7364 1.8604 0.7102 0.1 0.3 0.4 -0.31
C 4.6041 1.3411 -0.5263 -0.1 -0.2 0.1 0.25
O 5.0707 1.8441 -1.5228 0.1 0.1 -0.4 -0.64
C 3.8445 0.0140 -0.5381 -0.1 0.0 -0.1 -0.22
N 2.8607 -0.0279 0.5294 0.1 -0.1 0.0 -0.02
C 1.6772 0.7788 0.2445 -0.3 0.0 -0.1 -0.79
C 0.7033 0.1026 -0.7349 0.2 0.2 0.0 -0.88
N 0.3203 -1.2408 -0.3290 0.0 -0.1 0.0 0.04
C 1.5061 -2.0363 -0.0641 0.2 0.0 0.2 -0.86
C 2.4623 -1.3682 0.9362 -0.1 -0.2 -0.1 -0.97
H 3.3579 -1.9785 1.0691 0.0 0.0 0.1 0.50
H 1.9672 -1.2768 1.9090 0.0 -0.1 0.0 0.34
H 1.2015 -3.0177 0.3053 0.0 0.0 0.0 0.49
H 2.0224 -2.1769 -1.0194 0.0 -0.1 0.0 0.38
C -0.6768 -1.2721 0.7285 0.0 -0.1 0.0 -0.65
C -1.9868 -0.7182 0.2303 -0.1 0.0 0.0 0.10
C -2.5143 -1.1896 -0.9631 0.1 0.0 0.1 -0.41
C -3.7194 -0.7181 -1.4740 -0.3 0.2 0.1 -1.03
C -4.3765 0.2395 -0.7400 0.3 0.1 0.5 1.11
C -3.8535 0.7195 0.4601 -0.2 -0.3 -0.5 0.83
C -2.6613 0.2605 0.9638 -0.2 0.1 0.0 -1.13
H -2.2696 0.6447 1.8916 0.1 0.0 0.1 0.40
O -4.7002 1.6638 0.9811 0.4 -0.2 0.2 -0.50
C -5.7753 1.7608 0.0717 -1.0 0.8 0.1 -0.26
O -5.5664 0.8696 -1.0017 0.2 -0.3 -0.3 -0.48
H -6.7164 1.5058 0.5855 0.3 0.0 -0.1 0.24
H -5.8412 2.7918 -0.3121 0.1 -0.3 0.1 0.24
H -4.1253 -1.0850 -2.4015 -0.1 -0.1 -0.1 0.42
H -1.9593 -1.9352 -1.5093 0.1 -0.1 -0.1 0.45
H -0.3741 -0.7269 1.6366 -0.1 -0.1 0.0 0.26
H -0.8196 -2.3225 1.0045 0.1 0.1 0.1 0.47
H -0.1998 0.7064 -0.8375 0.1 0.0 -0.1 0.46
H 1.1706 0.0226 -1.7211 0.0 0.1 0.0 0.32
H 1.9988 1.7402 -0.1598 -0.1 0.1 0.1 0.39
H 1.1714 0.9610 1.1984 0.0 0.1 0.0 0.36
H 4.5846 -0.7728 -0.3638 0.0 0.0 0.0 0.47
H 3.4347 -0.1310 -1.5467 0.1 0.1 0.1 0.17
H 5.1930 2.7471 0.8374 0.0 -0.1 -0.1 0.21
H 4.2480 1.4202 1.4722 0.0 0.0 0.0 0.26
```
Positions in Å, forces in eV/Å.

## Properties
energy relative to the best compared isomer or geometry (same formula, charge and spin): 37.3 kcal/mol
multiplicity: 1
HOMO-LUMO gap: 8.68 eV
electronic energy: -934.8547 Eh
E_LUMO: 0.7 eV
structure (SMILES): NC(=O)CN1CCN(Cc2ccc3c(c2)OCO3)CC1


Entry 4:
DFT (wB97M-V/def2-TZVPD) results for a cluster of 2 separate species, C14H19N3O5S in total.

Geometry as XYZ:
```
42
Properties=species:S:1:pos:R:3:forces:R:3:mulliken_charge:R:1
O -2.5990 -1.0556 7.2085 -0.7 -1.5 -0.8 -0.60
O -0.9261 -0.3831 -3.8552 -0.3 -0.2 0.2 -0.66
O 3.0346 1.1192 -1.8212 -0.3 0.0 -0.4 -0.66
O -3.7417 -2.8066 6.2498 0.5 0.3 -0.1 -0.34
O 0.0929 -0.4416 -1.1256 0.1 0.1 -0.1 -0.64
S -2.1324 -1.1228 0.9249 0.5 0.5 0.6 -0.31
C -2.9522 -1.6985 6.2233 0.5 1.2 1.2 0.29
C 0.0494 0.1305 -4.3864 -1.0 -0.2 -0.6 0.79
C 3.3065 1.4367 -2.9729 -1.1 -0.7 1.1 0.50
C -1.5340 -0.2701 4.6728 -0.4 -0.4 -0.7 -0.94
C -0.5517 0.5145 2.2963 -1.1 -1.1 -1.3 -1.51
C -1.3874 -0.2018 3.2351 1.8 1.9 1.8 1.27
C -2.2292 -1.0755 2.6692 -1.5 -1.5 -0.2 -0.17
C -2.5002 -1.2380 4.9076 0.2 0.0 -1.2 0.28
C -0.8483 0.1115 1.0030 0.8 0.8 1.9 0.76
N -2.9275 -1.7371 3.6646 -0.2 -0.3 -0.3 -0.03
N 4.4510 2.0748 -3.2315 1.0 0.6 -0.9 -0.17
N 1.1296 0.4438 -3.6754 1.8 0.7 0.7 0.06
C -3.9881 -3.3325 7.5637 -0.1 0.1 0.6 -0.62
C 0.0290 0.4238 -5.8729 0.1 -0.1 0.3 -1.22
C -0.1283 0.6300 -0.2091 -0.9 -0.7 -0.3 -0.24
C 4.9250 2.5309 -4.5382 -0.3 -0.2 0.3 -0.86
C 2.3450 1.1227 -4.1313 -0.5 -0.3 0.0 -0.76
H -0.7374 -0.6863 -1.5803 0.5 0.4 0.0 0.34
H -0.9878 0.2998 5.4198 -0.3 -0.3 -0.2 0.44
H 0.2073 1.2404 2.5713 -0.1 -0.2 -0.2 0.35
H -3.6080 -2.4835 3.5235 0.5 0.5 0.2 0.20
H 5.0314 2.2506 -2.4243 -0.2 -0.1 0.0 0.30
H 1.0950 0.1923 -2.6902 0.0 0.0 0.2 0.30
H -4.5150 -2.6009 8.1859 0.2 -0.1 -0.2 0.29
H -4.6086 -4.2306 7.4920 0.1 0.3 -0.4 0.24
H -3.0480 -3.6033 8.0567 -0.1 0.2 -0.2 0.29
H 0.0785 1.4990 -6.0313 0.1 0.1 -0.2 0.29
H 0.8724 -0.0694 -6.3516 0.1 0.1 -0.2 0.30
H -0.8996 0.0368 -6.2903 0.1 0.1 0.1 0.33
H 0.8312 1.0701 0.0841 -0.1 -0.3 -0.1 0.31
H -0.7248 1.4126 -0.6884 0.0 0.1 -0.1 0.25
H 4.2176 3.2426 -4.9689 0.1 0.0 -0.1 0.29
H 5.8919 3.0250 -4.4246 -0.2 -0.1 0.0 0.31
H 5.0436 1.6815 -5.2144 0.1 0.1 -0.1 0.28
H 2.0771 2.0590 -4.6198 0.1 0.1 -0.2 0.35
H 2.8663 0.4888 -4.8481 0.2 0.1 -0.2 0.32
```
Positions in Å, forces in eV/Å.

## Properties
energy relative to the best compared isomer or geometry (same formula, charge and spin): 9.9 kcal/mol
multiplicity: 1
HOMO-LUMO gap: 8.51 eV
electronic energy: -1483.5538 Eh
E_LUMO: 0.5 eV
structure (SMILES): COC(=O)c1cc2cc(CO)sc2[nH]1.CNC(=O)CNC(C)=O


Entry 5:
DFT (wB97M-V/def2-TZVPD) results for an isolated molecule of C14H19NO3.

Geometry as XYZ:
```
37
Properties=species:S:1:pos:R:3:forces:R:3:mulliken_charge:R:1
C 5.2169 -0.4619 -1.6144 -0.1 0.2 0.1 -1.18
C 4.3475 0.4170 -0.7232 -0.1 -0.2 0.1 -0.55
C 3.0183 -0.2367 -0.3464 0.0 0.2 -0.2 -0.22
H 2.5172 0.3916 0.3945 0.0 -0.1 0.1 0.24
C 2.0945 -0.4248 -1.5526 0.2 -0.2 0.1 -0.84
N 0.8331 -1.0269 -1.2019 -0.4 0.1 0.0 0.26
C 0.6078 -2.3644 -1.2804 0.2 0.3 -0.2 0.39
O 1.3379 -3.1923 -1.7445 0.1 -0.4 -0.1 -0.63
O -0.6174 -2.6402 -0.7618 0.0 -0.4 0.2 -0.41
C -1.2793 -1.4439 -0.3733 -0.4 0.5 0.1 0.65
H -2.0779 -1.2506 -1.1044 0.2 0.0 0.1 0.21
C -1.9542 -1.6577 0.9953 0.4 -0.3 -0.3 -0.96
O -3.2102 -1.0355 1.0688 -0.3 0.3 0.1 -0.42
C -3.3236 0.3113 1.2870 -0.2 0.1 0.0 0.78
C -2.3165 1.1507 1.7447 0.2 -0.4 0.0 -0.20
C -2.5793 2.4954 1.9527 -0.1 0.1 0.0 -0.77
C -3.8353 3.0177 1.7103 0.1 0.2 0.1 -0.50
C -4.8447 2.1797 1.2622 0.0 -0.1 0.0 -0.41
C -4.5937 0.8400 1.0517 0.1 -0.2 0.0 -0.49
H -5.3671 0.1723 0.7070 -0.1 -0.1 0.0 0.42
H -5.8322 2.5735 1.0742 -0.1 0.0 0.0 0.36
H -4.0290 4.0668 1.8723 0.0 0.1 0.0 0.38
H -1.7868 3.1358 2.3112 0.1 0.0 0.0 0.37
H -1.3298 0.7738 1.9605 0.1 -0.1 0.0 0.29
H -2.1647 -2.7271 1.0859 0.1 0.2 0.0 0.34
H -1.2935 -1.3630 1.8182 0.0 0.0 0.0 0.40
C -0.1937 -0.3556 -0.4472 0.1 0.1 0.1 -0.54
H 0.1752 -0.0787 0.5493 -0.1 0.0 -0.1 0.25
H -0.5407 0.5473 -0.9571 0.0 0.0 0.1 0.28
H 2.5569 -1.1005 -2.2739 0.0 0.1 0.0 0.40
H 1.8967 0.5388 -2.0332 0.1 0.0 0.0 0.21
H 3.2050 -1.2131 0.1051 0.0 0.0 0.1 0.27
H 4.8937 0.6366 0.1970 0.0 0.1 0.0 0.33
H 4.1521 1.3676 -1.2253 0.0 0.1 0.1 0.32
H 4.7646 -0.6006 -2.5923 0.0 -0.1 -0.1 0.31
H 6.1926 -0.0028 -1.7554 0.1 0.0 -0.1 0.37
H 5.3595 -1.4396 -1.1605 0.0 -0.1 0.0 0.30
```
Positions in Å, forces in eV/Å.

## Properties
energy relative to the best compared isomer or geometry (same formula, charge and spin): 30.0 kcal/mol
multiplicity: 1
HOMO-LUMO gap: 9.52 eV
electronic energy: -825.3618 Eh
E_LUMO: 0.6 eV
structure (SMILES): CCCCN1C[C@H](COc2ccccc2)OC1=O


Entry 6:
DFT (wB97M-V/def2-TZVPD) results for an isolated molecule of C14H19NO4.

Geometry as XYZ:
```
38
Properties=species:S:1:pos:R:3:forces:R:3:mulliken_charge:R:1
C -5.7109 -1.2579 0.4305 0.4 0.2 0.0 -1.44
C -4.5430 -0.3065 0.6399 -0.3 0.0 0.2 -0.27
O -3.4839 -0.7375 -0.1905 0.1 -0.1 -0.1 -0.40
C -2.3220 -0.0290 -0.1986 0.2 0.1 0.0 0.86
C -1.3276 -0.5010 -1.0575 -0.2 0.0 0.0 -0.86
C -0.1119 0.1413 -1.1425 -0.1 0.1 0.1 -0.06
C 0.1529 1.2685 -0.3694 0.0 0.2 0.3 0.28
C -0.8351 1.7297 0.4842 0.2 -0.1 -0.2 -0.99
C -2.0648 1.0980 0.5731 -0.4 -0.2 0.0 -0.27
H -2.8063 1.4904 1.2512 -0.1 0.0 0.1 0.39
H -0.6444 2.5960 1.1004 0.0 0.1 0.1 0.33
C 1.4979 1.9589 -0.4420 -0.1 0.1 0.1 -0.46
N 2.5739 1.0022 -0.2429 -0.1 0.3 -0.5 -0.16
C 2.9491 0.6031 0.9856 0.6 -0.3 -0.1 0.51
O 2.5620 1.1175 2.0155 -0.2 0.1 0.3 -0.66
C 3.9183 -0.5790 0.9829 -0.2 0.0 0.1 -0.88
H 4.5744 -0.5377 0.1135 0.0 0.0 0.0 0.30
H 4.5148 -0.5265 1.8935 -0.1 0.1 -0.1 0.39
C 3.1237 -1.8885 0.9726 0.2 0.2 0.0 -0.76
H 2.3166 -1.8321 1.7093 0.0 -0.1 0.0 0.49
C 2.5394 -2.2084 -0.3889 0.1 0.0 0.5 0.78
O 2.8174 -1.6283 -1.4014 0.0 -0.2 -0.2 -0.60
O 1.6763 -3.2336 -0.4107 -0.3 -0.3 -0.3 -0.50
H 1.5080 -3.6076 0.4641 0.2 0.2 0.0 0.34
H 3.7776 -2.7226 1.2491 -0.1 0.0 0.0 0.43
H 2.8245 0.4253 -1.0342 0.1 0.0 0.2 0.39
C 1.6902 2.6667 -1.7798 0.1 0.0 0.3 -1.53
H 1.6354 1.9499 -2.5960 0.0 -0.1 -0.2 0.33
H 0.9097 3.4097 -1.9198 -0.1 0.0 -0.1 0.41
H 2.6580 3.1614 -1.8094 0.1 0.1 0.0 0.41
H 1.5700 2.6789 0.3804 -0.1 -0.1 -0.2 0.54
H 0.6401 -0.2486 -1.8122 0.1 -0.1 -0.1 0.41
H -1.5344 -1.3784 -1.6498 0.0 -0.1 -0.1 0.43
H -4.8376 0.7187 0.3749 0.1 -0.1 0.1 0.37
H -4.2275 -0.3195 1.6929 0.0 0.1 -0.1 0.36
H -6.0175 -1.2437 -0.6117 -0.1 0.0 -0.1 0.33
H -5.4151 -2.2708 0.6897 0.0 -0.1 0.0 0.33
H -6.5485 -0.9590 1.0543 -0.1 0.0 0.1 0.42
```
Positions in Å, forces in eV/Å.

## Properties
energy relative to the best compared isomer or geometry (same formula, charge and spin): 7.8 kcal/mol
multiplicity: 1
HOMO-LUMO gap: 8.77 eV
electronic energy: -900.6359 Eh
E_LUMO: 0.5 eV
structure (SMILES): CCOc1ccc([C@H](C)NC(=O)CCC(=O)O)cc1